Entry 1:
Molecular formula: C4H16NO3
Method: DFT, ωB97M-V with the def2-TZVPD basis set

Last column: Mulliken charge in e.
Geometry (Å):
1 C -1.0227 -1.3651 0.1448  -0.74
2 C -0.0805 -0.6626 -0.8192  -0.57
3 C -0.4114 0.9355 -1.0386  -0.66
4 C -0.1593 1.9092 0.0741  -0.32
5 O 0.9001 1.6202 0.9271  -0.21
6 N -2.0633 -2.2866 -0.4332  -0.22
7 H -1.7020 -0.6094 0.7383  0.42
8 H -0.3390 -1.9719 0.8384  0.26
9 H 0.9481 -0.5908 -0.4587  0.31
10 H 0.1990 -1.1823 -1.7596  0.44
11 H -1.5121 0.8174 -1.2383  0.33
12 H 0.0758 1.3681 -1.8859  0.45
13 H -0.1562 2.8958 -0.2919  0.38
14 H -1.0212 1.8045 0.8584  0.32
15 H 1.7005 1.5146 0.4616  0.47
16 H -1.7622 -3.1228 -0.8717  0.34
17 H -2.6785 -1.7378 -1.1469  0.39
18 H -2.7774 -2.4349 0.3048  0.40
19 H 3.9844 1.2537 -0.3005  0.34
20 H 3.1558 1.4621 -1.4508  0.37
21 O 3.0653 0.9953 -0.5187  -0.72
22 H 0.3450 0.3497 2.0580  0.38
23 H 1.0283 -0.6473 3.1266  0.33
24 O 0.2835 -0.3143 2.6817  -0.51

The HOMO energy (alpha / beta) comes out at -19.6 / -18.8 eV. As for the spin multiplicity: 2. As for the charge: +2. The expectation value of S² is 0.76. The calculation puts the orbital gap (alpha / beta) at 0.46962 / 0.19706 Eh.

=====

Entry 2:
Molecular formula: C4H7N3
Method: DFT, ωB97M-V with the def2-TZVPD basis set

Last column: Mulliken charge in e.
Geometry (Å):
1 C -0.3461 1.2558 0.9671  -1.18
2 C -0.1861 -0.2133 -0.7885  0.08
3 C -0.2242 -0.3823 0.6967  0.77
4 N -0.7258 0.5072 -1.7853  -0.42
5 N -0.7724 -1.1292 1.5961  -0.83
6 N 1.9406 -1.5341 -0.8014  -0.65
7 C 1.0154 -0.7833 -0.4194  0.18
8 H -1.7259 0.6525 -1.7696  0.25
9 H -0.1842 0.6534 -2.6264  0.26
10 H -0.2245 -1.9684 1.7685  0.22
11 H 2.6142 -1.7886 -0.0811  0.26
12 H -1.4165 1.4337 1.0271  0.33
13 H 0.1065 1.3565 1.9488  0.36
14 H 0.1290 1.9402 0.2672  0.39

The HOMO energy (alpha / beta) comes out at -7.5 / -7.5 eV. As for the spin multiplicity: 1. As for the charge: 0. The calculation puts the orbital gap (alpha / beta) at 0.26086 / 0.26088 Eh.

=====

Computed values of relative energy (zero: lowest compared OMol25 entry of this formula, charge and spin) (unit: kcal/mol) for the preceding records, in sequence: 72.75 128.79.